No. 1
Formula: C35H49Br2F4N4O8
Source: the OMol25 dataset
Level of theory: ωB97M-V with the def2-TZVPD basis set

XYZ file:
```
102
Properties=species:S:1:pos:R:3:forces:R:3
Br -4.7060 0.8840 -1.7363 -0.47 -0.40 1.27
Br -7.4658 6.7598 2.1335 0.28 -0.73 -0.47
F -3.7422 -4.8503 -0.6351 0.11 0.72 1.08
F -3.7695 -1.4296 6.0470 -0.38 0.54 -1.73
F -2.0903 -3.6513 0.1661 -1.53 -0.05 0.42
F -3.7595 -4.2723 1.5064 0.49 0.56 -1.24
O -5.5842 -2.7356 3.2564 -0.33 1.17 -0.54
O 5.9367 -0.3883 -0.6302 -0.01 1.27 0.01
O -4.6940 0.3568 5.1133 0.39 -0.87 -0.12
O -6.7720 3.6237 -0.6453 -0.44 -1.03 0.45
O -5.6278 -2.8399 0.1796 0.49 0.17 0.13
O -0.6428 -1.5204 -1.6045 -0.13 1.33 0.09
O -5.7766 6.1896 -0.0053 -0.63 -0.40 0.62
O -8.1213 2.0061 -1.5307 0.73 0.34 0.37
N 0.2265 -0.5224 -1.6196 -0.36 -3.43 0.01
N 6.7956 0.6174 -0.6448 -0.33 -3.41 -0.01
N -5.6731 -0.6805 2.1026 -0.29 1.32 -1.70
N -3.8427 -1.3009 3.6868 -0.94 0.65 -0.26
C 8.6894 -0.5512 0.5436 0.05 -0.36 -0.44
C 1.6432 0.7779 -3.2013 0.25 0.18 0.25
C -8.8402 -1.0975 3.3209 -0.02 1.18 0.44
C 0.1687 -0.8446 0.8764 -0.58 -0.42 -0.35
C -7.2950 2.3341 -0.7381 0.05 -0.10 0.47
C -7.5942 -0.2999 3.7578 -0.53 -1.34 -0.94
C -5.0854 -1.6872 3.0178 0.96 -1.23 1.61
C 0.0219 -0.7758 -4.1144 -0.53 -0.37 0.40
C -9.9346 -1.4423 2.9262 0.82 -0.01 -1.03
C 2.9301 -1.6916 -1.7137 0.00 0.17 -0.06
C -8.7258 1.7565 1.8738 -0.31 -0.21 -0.37
C -5.0195 -0.4451 0.8992 0.66 0.79 -1.33
C 2.0233 -1.6964 -2.9402 0.05 -0.38 0.51
C 6.5897 0.3610 -3.1382 -0.51 -0.37 0.38
C -3.7298 -1.2455 0.4950 -1.42 -0.59 0.19
C 8.1976 1.9303 -2.2286 0.25 0.17 0.21
C 8.2750 1.9152 0.8778 0.24 0.18 -0.16
C -7.0429 4.2127 0.6372 -0.49 0.44 0.94
C -6.7472 1.2698 0.2802 0.84 -1.02 1.70
C 8.6017 -0.5405 -1.9668 0.07 -0.32 0.44
C -4.1579 -0.6980 4.9806 0.05 0.19 0.95
C -6.8253 0.0000 2.4231 -1.31 0.96 0.23
C 1.7189 0.7607 -0.0960 0.23 0.20 -0.17
C -7.4202 0.9966 1.5532 1.55 -0.43 -1.13
C 1.0424 -0.6051 -0.3694 0.81 1.38 1.51
C 2.1083 -1.7085 -0.4295 0.04 -0.44 -0.41
C 6.7422 0.2946 1.8506 -0.55 -0.37 -0.36
C -6.5787 5.7004 0.7134 0.38 -0.20 -0.93
C 7.5358 0.5654 -1.9406 0.70 1.34 -1.59
C 9.5111 -0.5277 -0.7421 -0.02 0.06 0.00
C 7.6123 0.5427 0.6047 0.78 1.34 1.55
C 0.9680 -0.5810 -2.9153 0.75 1.34 -1.67
C -3.4385 -3.8455 0.2546 0.59 -0.32 -1.04
C -5.5415 0.5145 -0.0209 -1.09 0.43 0.78
C -4.2641 -2.5890 -0.1772 -0.06 -0.24 -0.10
H -3.1484 -0.7188 -0.2929 -0.41 -0.16 0.84
H 0.9349 1.6012 -3.0801 0.00 -0.07 0.04
H -3.3789 -0.5627 3.1487 -0.10 -0.07 0.31
H -9.2709 1.8775 0.8991 0.42 -0.05 0.91
H 2.6875 0.8646 -0.5826 -0.08 0.01 -0.08
H 8.5642 1.9711 -3.2563 -0.13 -0.17 0.02
H 7.4817 2.7465 -2.1066 0.00 -0.07 0.05
H 2.5099 0.9782 -2.5756 -0.07 -0.01 0.07
H 8.1169 -1.5212 -2.0274 -0.15 0.11 0.04
H 9.3619 -0.4601 1.4013 -0.19 0.17 0.06
H 9.2126 -0.4474 -2.8689 -0.19 0.16 -0.04
H 7.3507 0.3426 2.7554 0.16 0.11 -0.21
H -8.1474 4.1890 0.8164 0.96 0.16 -0.05
H 0.7766 -0.8026 1.7817 0.15 0.12 -0.21
H -4.2434 -2.4473 -1.2883 0.55 -0.36 0.90
H 5.7972 1.1139 -3.1469 0.03 -0.03 0.06
H 1.9148 0.8990 0.9693 -0.07 -0.20 -0.04
H -0.4518 -1.7585 -4.1195 -0.02 0.08 0.17
H 1.0802 1.5906 -0.4073 0.01 -0.07 -0.06
H 5.9550 1.0483 1.9379 0.04 -0.03 -0.05
H 1.5302 -2.6732 -3.0024 -0.17 0.11 0.02
H 10.1683 -1.4007 -0.7693 -0.01 0.06 0.01
H -10.7512 -1.7380 2.2485 0.63 0.12 1.19
H 7.1386 0.4479 -4.0776 0.17 0.10 0.20
H 9.0631 2.1395 -1.6044 -0.08 0.00 0.08
H 1.6290 -2.6910 -0.3417 -0.17 0.12 -0.02
H 3.5961 -0.8252 -1.7318 0.01 -0.04 0.03
H -0.3074 -1.8273 0.8719 -0.02 0.07 -0.18
H 6.2759 -0.6915 1.8465 -0.05 0.09 -0.18
H -9.4199 1.2184 2.5543 0.70 0.20 -0.51
H 10.1695 0.3453 -0.7621 -0.04 0.02 0.00
H -5.8906 -3.7274 -0.1241 0.18 0.40 0.05
H 3.5793 -2.5701 -1.7402 0.01 0.08 0.03
H 0.5731 -0.6936 -5.0525 0.17 0.10 0.20
H 2.6366 -1.6087 -3.8410 -0.18 0.18 -0.04
H 8.4696 2.0553 1.9428 -0.09 -0.20 -0.04
H -7.0018 -0.9263 4.4588 -0.34 0.62 -0.45
H -8.5681 2.7760 2.2965 0.15 -0.87 -0.22
H -6.5085 3.6763 1.4708 -0.46 0.45 -0.69
H 2.0116 0.8156 -4.2283 -0.14 -0.17 0.03
H 9.2424 2.0298 0.3906 -0.09 0.03 -0.10
H -7.8885 0.6545 4.2608 0.29 -0.84 -0.48
H -3.0585 -1.4489 1.3593 -0.50 0.02 -0.64
H 7.6278 2.7380 0.5670 0.02 -0.08 -0.06
H 6.1251 -0.6265 -3.1418 -0.03 0.08 0.17
H -0.6121 -0.0810 0.9626 0.05 0.04 -0.06
H 2.7819 -1.6239 0.4282 -0.16 0.19 0.03
H 8.2190 -1.5375 0.6314 -0.15 0.12 -0.02
H -0.7635 -0.0154 -4.1243 0.03 -0.02 0.04
```
Forces are in eV/Å.

Results
Lowest unoccupied orbital energy (alpha / beta)   -4.769 / -4.769 eV
Highest occupied orbital energy (alpha / beta)   -10.19 / -10.92 eV
<S²>   2.009
Charge   +1
Frontier orbital gap (alpha / beta)   0.1993 / 0.2259 Ha
2S+1   3

***

No. 2
Formula: C35H49N4OP2Re
Source: the OMol25 dataset
Level of theory: ωB97M-V with the def2-TZVPD basis set

XYZ file:
```
92
Properties=species:S:1:pos:R:3:forces:R:3
Re -0.6238 1.0138 -0.1613 -0.14 0.00 0.03
P -2.3945 -0.6640 -0.9700 0.34 0.01 0.22
P 2.2068 0.9303 1.7540 -0.18 -0.03 0.15
O -1.6168 2.4956 2.1946 -0.10 0.08 0.09
N -2.0391 1.4667 1.3440 0.11 0.13 -0.30
N 1.0962 0.0737 -3.8984 -0.03 -0.01 0.23
N 0.8100 1.1617 0.7880 -0.06 -0.32 -0.16
N 0.1071 0.8307 -2.0994 -0.12 -0.01 0.07
C -4.7609 -1.7995 -0.2047 0.11 -0.02 0.03
C 3.4707 3.2285 0.7642 0.04 -0.05 -0.01
C 3.4283 0.4393 -0.7334 0.03 0.00 0.00
C 1.6603 3.6103 2.3897 -0.03 0.03 0.04
C -3.8324 -0.8188 0.1136 0.06 0.04 0.13
C 4.7565 -0.1851 1.2763 0.05 0.00 0.03
C -3.0878 -0.1057 -2.5440 0.05 0.08 0.03
C 0.6358 -0.2454 -2.6933 -0.02 -0.08 -0.06
C 2.8253 2.6721 2.0416 -0.06 -0.11 -0.07
C 0.2423 1.8773 -2.9946 0.07 0.14 -0.12
C -0.2483 -4.0013 -0.1901 0.00 -0.01 -0.03
C -4.8111 1.0987 -3.7251 -0.01 0.02 -0.04
C 2.7301 -1.5308 0.5997 -0.01 -0.02 0.02
C -4.1857 0.8129 -4.9296 -0.01 0.01 0.01
C 1.6084 0.0636 3.3191 0.13 0.02 -0.06
C -1.5197 -4.4691 -2.1815 0.00 0.00 -0.02
C -2.4538 -0.3748 -3.7610 0.02 -0.04 0.02
C 0.5382 -0.9856 2.9892 0.03 -0.08 -0.04
C -4.2679 0.6437 -2.5338 0.06 0.05 0.04
C 3.8736 2.6602 3.1643 0.03 0.04 0.06
C -4.0760 0.0322 1.2088 0.02 0.02 -0.11
C -0.6240 -4.8766 -1.2032 0.02 -0.01 0.03
C 1.7907 -0.8281 -4.8188 0.04 -0.08 -0.07
C -1.6665 -2.3032 -1.1455 -0.10 0.03 -0.05
C -2.0469 -3.1852 -2.1560 -0.03 0.00 -0.02
C -0.7673 -2.7180 -0.1625 0.02 -0.04 -0.04
C 2.7999 -0.6193 4.0107 0.02 0.07 0.09
C -5.2594 -0.1262 1.9422 0.08 0.02 -0.03
C -5.9239 -1.9516 0.5415 -0.06 0.04 0.07
C 0.8553 1.4105 -4.1107 -0.08 0.13 0.06
C -3.2253 1.1046 1.6908 -0.05 -0.23 0.11
C 0.9769 1.0527 4.3105 -0.06 0.02 -0.01
C 3.3374 -0.1235 0.6967 -0.13 0.07 -0.04
C -3.0078 0.0746 -4.9458 0.00 0.03 -0.01
C -6.1754 -1.1111 1.6147 -0.02 -0.07 -0.05
H 0.0503 -1.2580 3.9259 0.03 -0.04 0.01
H 0.9526 -1.8956 2.5618 -0.01 0.02 -0.03
H 4.0344 1.3348 -0.8003 0.00 -0.01 0.00
H 1.1165 3.3437 3.2904 -0.04 -0.03 -0.04
H 1.7585 -0.3967 -5.8149 0.00 -0.02 0.00
H 2.7919 -2.0917 1.5286 0.01 0.02 0.02
H 1.6379 1.8597 4.6095 -0.02 -0.03 0.01
H 4.3303 3.6508 3.1904 0.00 0.01 0.02
H -4.5871 -2.4573 -1.0477 0.01 0.00 0.00
H 2.8281 3.1321 -0.1120 -0.01 0.01 0.00
H -4.7743 0.8688 -1.6039 -0.02 -0.03 0.00
H 3.9192 -0.3239 -1.3398 0.00 -0.01 -0.01
H -2.7533 -2.8820 -2.9184 -0.01 -0.01 0.01
H 3.2447 -1.4171 3.4224 -0.01 0.00 -0.01
H -1.8184 -5.1556 -2.9622 0.00 0.00 0.00
H 0.9743 3.7110 1.5449 0.03 0.02 -0.02
H -0.2239 -5.8813 -1.2236 0.00 0.00 0.00
H 2.8268 -0.9477 -4.5093 -0.01 0.00 -0.02
H 5.2678 0.7729 1.1974 0.01 0.00 0.02
H 4.4401 2.7799 0.5593 -0.01 0.00 -0.01
H -5.4586 0.5296 2.7802 0.00 0.01 0.00
H 3.4491 2.4765 4.1484 0.02 -0.01 -0.02
H 2.4226 -1.0704 4.9297 0.00 0.00 0.01
H 3.5757 0.0897 4.2992 0.01 -0.02 -0.01
H 2.4537 0.6447 -1.1701 -0.02 0.02 0.01
H 1.6883 -1.5090 0.2701 0.04 0.00 -0.03
H -4.6189 1.1583 -5.8584 -0.01 0.00 0.00
H 4.6747 1.9437 2.9879 0.00 0.01 0.00
H 0.6881 -1.2339 -2.2652 -0.02 -0.02 0.02
H -0.1106 2.8715 -2.7781 0.01 0.01 -0.02
H -0.4864 -2.0438 0.6374 -0.03 0.03 0.05
H 4.8015 -0.5269 2.3072 0.00 0.01 -0.02
H 0.0342 1.4614 3.9472 0.02 0.07 -0.06
H -1.5541 -0.9757 -3.7903 -0.01 0.00 0.00
H 3.3032 -2.0852 -0.1451 0.00 -0.01 0.00
H -0.8232 2.8755 1.7971 0.07 0.05 -0.06
H 3.6412 4.2927 0.9289 0.01 0.01 0.01
H 5.3205 -0.8990 0.6729 0.01 0.00 0.00
H 0.7508 0.4835 5.2133 -0.02 -0.01 -0.01
H 2.0837 4.6017 2.5561 0.02 0.00 0.01
H -6.6347 -2.7216 0.2736 -0.01 0.00 0.00
H -7.0831 -1.2174 2.1924 0.00 -0.01 0.01
H 1.2881 -1.7921 -4.8281 0.02 0.00 0.00
H -3.6314 1.6835 2.5175 -0.01 0.02 -0.04
H 1.1367 1.9028 -5.0254 -0.01 0.02 -0.01
H -5.7310 1.6669 -3.7114 0.00 0.01 0.00
H -0.2394 -0.5979 2.3299 -0.05 0.03 0.02
H -2.5305 -0.1593 -5.8878 0.00 -0.01 -0.01
H 0.4377 -4.3279 0.5807 0.00 0.00 0.00
```
Forces are in eV/Å.

Results
Lowest unoccupied orbital energy (alpha / beta)   -9.640 / -10.015 eV
Highest occupied orbital energy (alpha / beta)   -16.77 / -16.79 eV
<S²>   0.757
Charge   +3
Frontier orbital gap (alpha / beta)   0.2620 / 0.2490 Ha
2S+1   2

***

> Among the records above, which one has the lowest 2S+1?

C35H49N4OP2Re